The following is a quantum chemistry calculation of C5H8CsLiO3 as an isolated structure in a non-equilibrium geometry, from the Open Molecules 2025 dataset.

```
18
Properties=species:S:1:pos:R:3:forces:R:3:mulliken_charge:R:1
C -0.771 0.248 -1.038 -0.9194 -1.3518 -1.6170 -0.316
C -0.667 -1.005 -0.524 -0.9894 1.6968 -0.6988 -0.234
H -1.545 0.274 -2.122 1.7866 -0.4094 1.9458 0.368
H 0.090 0.924 -1.078 -0.4643 0.0234 -0.1636 0.386
H -1.401 -1.375 0.205 0.3370 -0.1897 -0.1332 0.285
Cs -1.161 1.875 2.985 0.0162 0.0211 0.0780 1.025
O -3.593 2.833 -1.287 -1.4372 -0.1424 -0.0013 -0.321
Li -3.960 1.883 -3.903 0.2141 -0.1484 0.1757 0.940
O -2.831 1.209 -2.503 -1.2706 -1.0104 -0.9447 -0.804
C -2.935 1.713 -1.363 4.4567 1.2169 0.2219 0.964
O -2.042 1.432 -0.462 -1.6749 0.1091 0.8022 -0.541
C -3.649 3.590 -0.060 -0.0121 0.2246 0.5880 -0.024
C -4.579 4.755 -0.280 -0.1024 -0.0268 -0.2023 -1.239
H -4.046 2.937 0.733 0.3085 0.1322 -0.2023 0.246
H -2.632 3.945 0.165 -0.2766 -0.2829 -0.0052 0.227
H -5.584 4.398 -0.538 0.1965 0.1582 0.1854 0.335
H -4.620 5.332 0.652 -0.0955 -0.0041 -0.3461 0.372
H -4.216 5.385 -1.102 -0.0731 -0.0164 0.3172 0.332
```
Positions in Å, forces in eV/Å.

The strongest force on any atom comes out at 4.63 eV Å⁻¹. The calculation puts the energy above the lowest of the compared OMol25 structures with the same formula, charge and spin at 392.1 kJ/mol. Its HOMO energy is -16.20 eV. Its HOMO-LUMO gap is 8.757 eV. The total charge is +2.